Model a:
Computed, not measured: 2 unconnected molecules or ions with the total composition CH3Cl2OPS, with wB97M-V/def2-TZVPD.

Element x y z (Å)
C -0.780 1.018 -0.352
O -2.581 -1.093 -0.621
P -1.213 -0.779 -0.256
S 0.171 -1.956 0.388
Cl -1.474 1.296 1.285
Cl 3.961 -0.329 0.274
H -1.317 1.609 -1.088
H 0.286 1.222 -0.329
H 2.946 -0.988 0.701

Values from the calculation:
LUMO (eV): -0.57
Molar mass (g mol⁻¹): 165.0
Frontier orbital gap (eV): 9.71

***

Model b:
Computed, not measured: 2 unconnected molecules or ions with the total composition CH3Cl2OPS, with wB97M-V/def2-TZVPD.

Element x y z (Å)
C 0.393 0.459 0.980
O -1.234 -1.804 -0.578
P 0.583 -0.049 -0.795
S -1.797 -3.169 -0.650
Cl -0.274 2.121 1.111
Cl 1.842 1.391 -1.283
H 1.430 0.446 1.369
H -0.461 0.001 1.402
H -0.481 0.605 -1.555

Values from the calculation:
LUMO (spin up / spin down) (eV): -2.12 / -2.12
SMILES: ClCPCl.O=S
Molar mass (g mol⁻¹): 165.0
Frontier orbital gap (spin up / spin down) (eV): 6.74 / 6.72

***

Model c:
Computed, not measured: CH3Cl2OPS in the gas phase, with wB97M-V/def2-TZVPD.

Element x y z (Å)
C 1.153 0.435 -0.139
O -0.734 1.275 1.896
P -1.871 -0.942 0.107
S -0.182 0.028 1.264
Cl 1.966 -1.046 -0.395
Cl -2.001 0.277 -1.465
H 1.965 1.095 0.282
H 0.770 0.802 -1.046
H -1.065 -1.924 -0.504

Values from the calculation:
LUMO (eV): 0.08
SMILES: O=S(CCl)#[PH]Cl
Molar mass (g mol⁻¹): 165.0
Frontier orbital gap (eV): 9.30

***

Model d:
Computed, not measured: a molecular structure, CH3Cl2OPS, with wB97M-V/def2-TZVPD.

Element x y z (Å)
C 1.662 -0.262 -0.245
O -0.938 0.448 1.623
P -1.597 0.361 0.334
S 0.357 0.136 -1.467
Cl -2.765 1.896 -0.209
Cl -2.688 -1.299 0.061
H 1.575 -0.051 0.778
H 2.679 0.119 -0.573
H 1.715 -1.348 -0.302

Values from the calculation:
LUMO (eV): -1.55
Molar mass (g mol⁻¹): 165.0
Frontier orbital gap (eV): 7.70

***

Stability, lowest: model b

***

Model a:
Computed, not measured: a gas-phase ion, C6H12NO (charge -1), with wB97M-V/def2-TZVPD.

Element x y z (Å)
C -2.119 0.471 2.100
O -3.058 1.424 1.917
C -0.884 0.662 1.153
C -1.011 -0.171 -0.126
C 0.223 -0.305 -0.989
C 0.189 -0.190 -2.319
C 2.693 -0.377 -0.748
N 1.361 -0.673 -0.303
H -2.510 -0.566 1.884
H -1.754 0.415 3.160
H 0.049 0.444 1.695
H -0.917 1.734 0.922
H -1.320 -1.192 0.155
H -1.803 0.283 -0.729
H 1.042 -0.407 -2.957
H -0.694 0.111 -2.866
H 2.770 -0.426 -1.829
H 3.053 0.613 -0.435
H 3.417 -1.106 -0.380
H 1.272 -0.745 0.694

Values from the calculation:
LUMO (eV): 3.40
SMILES: C=C(CCC[O-])NC
Total charge: -1
Molar mass (g mol⁻¹): 114.2
Frontier orbital gap (eV): 5.62

***

Model b:
Computed, not measured: 2 unconnected molecules or ions with the total composition C6H12NO, with wB97M-V/def2-TZVPD.

Element x y z (Å)
C -1.924 -1.791 -0.723
O -2.330 -2.926 -0.591
C -0.730 -1.158 -0.069
C -0.610 0.338 -0.224
C 0.832 0.752 0.016
C 1.565 1.186 -1.064
C 2.569 0.649 1.567
N 1.170 0.608 1.294
H -2.235 -1.293 -1.666
H -4.209 0.704 0.035
H -0.271 -1.603 0.807
H -0.335 -1.740 -0.968
H -1.258 0.794 0.532
H -1.038 0.685 -1.169
H 2.644 1.271 -1.086
H 1.121 1.358 -2.040
H 3.171 -0.246 1.305
H 2.739 0.874 2.623
H 3.117 1.391 0.951
H -3.989 0.146 0.471

Values from the calculation:
LUMO (eV): 3.81
Total charge: -1
Molar mass (g mol⁻¹): 114.2
Frontier orbital gap (eV): 5.89

***

Stability, lowest: model b

***

Model a:
Computed, not measured: C4H6N4 in the gas phase, with wB97M-V/def2-TZVPD.

Element x y z (Å)
C 0.157 -0.378 -0.428
C -0.386 0.793 -1.204
C 0.677 -0.125 0.867
N -1.221 -1.423 0.188
N -2.296 -0.969 -0.097
N 0.379 -0.033 2.045
C 2.340 0.500 0.219
N 3.240 0.899 0.829
H 0.708 -1.135 -0.982
H -3.070 -1.644 0.068
H 1.095 0.290 2.696
H 0.362 1.149 -1.908
H -1.285 0.471 -1.739
H -0.700 1.606 -0.554

Values from the calculation:
LUMO (eV): -0.09
SMILES: [H]/N=C(\C#N)[C@H](C)/N=N/[H]
Molar mass (g mol⁻¹): 110.1
Frontier orbital gap (eV): 8.71

***

Model b:
Computed, not measured: C4H6N4 in the gas phase, with wB97M-V/def2-TZVPD.

Element x y z (Å)
C -0.212 -0.303 2.015
C -0.150 -0.254 0.582
C -0.473 0.126 -1.582
C 0.837 -0.311 -1.267
H 1.685 -0.027 2.628
H 0.580 1.322 3.414
H -1.373 -0.221 2.339
H 0.131 -1.382 2.449
H -0.469 0.125 -3.456
H 1.585 -0.440 -1.991
N 0.797 0.670 2.433
N -1.104 0.277 -0.265
N -1.176 0.231 -2.678
N 1.175 -0.454 -0.043

Values from the calculation:
LUMO (eV): -1.27
SMILES: [H]/N=C1\C=NC(CN)=N1
Molar mass (g mol⁻¹): 110.1
Frontier orbital gap (eV): 8.54

***

Stability, lowest: model a

***

Model a:
Computed, not measured: a molecular structure, C4H6N4, with wB97M-V/def2-TZVPD.

Element x y z (Å)
C 1.264 -1.225 -0.152
C 0.100 0.230 -0.791
C -1.260 0.851 -0.963
C -1.155 1.207 0.517
H 2.264 -2.597 0.755
H -2.069 0.203 -1.372
H -1.439 1.714 -1.601
H -1.762 0.655 1.279
H -1.187 2.230 0.805
H 1.639 -0.358 1.492
N 2.074 -2.131 -0.145
N 0.445 -0.895 -1.290
N 0.266 0.652 0.466
N 0.818 -0.536 1.000

Values from the calculation:
LUMO (eV): 0.88
Molar mass (g mol⁻¹): 110.1
Frontier orbital gap (eV): 9.81

***

Model b:
Computed, not measured: 2 unconnected molecules or ions with the total composition C4H6N4, with wB97M-V/def2-TZVPD.

Element x y z (Å)
C -3.400 1.396 -0.069
C -1.170 -1.025 -0.144
C 1.449 -0.712 0.974
C 1.929 0.433 -0.975
N -3.434 2.548 0.011
N -2.083 -1.607 0.243
N -0.222 -0.306 -0.647
N 1.043 -0.293 -0.365
H 1.910 0.111 1.419
H 0.568 -1.074 1.535
H 2.283 -1.378 0.873
H -3.488 0.479 -0.551
H 2.816 0.577 -0.357
H 1.798 0.850 -1.948

Values from the calculation:
LUMO (spin up / spin down) (eV): -0.47 / -0.47
Molar mass (g mol⁻¹): 110.1
Frontier orbital gap (spin up / spin down) (eV): 8.43 / 8.43

***

Stability, lowest: model b

***

Model a:
Computed, not measured: a molecular structure, C4H6N4, with wB97M-V/def2-TZVPD.

Element x y z (Å)
C 1.306 1.245 -0.103
C -0.174 -0.683 0.073
C -1.488 1.066 -0.056
C -0.171 0.720 -0.044
H 1.401 1.522 -1.129
H 1.928 1.793 0.755
H 2.233 0.061 1.214
H 1.882 -2.172 -0.398
H -3.150 -0.029 0.199
H -2.151 2.018 0.316
N 2.150 -0.071 0.139
N 1.319 -0.994 -0.227
N -1.238 -1.320 0.122
N -2.086 -0.084 -0.059

Values from the calculation:
LUMO (eV): 0.86
Molar mass (g mol⁻¹): 110.1
Frontier orbital gap (eV): 8.62

***

Model b:
Computed, not measured: C4H6N4 in the gas phase, with wB97M-V/def2-TZVPD.

Element x y z (Å)
C -1.141 0.841 -0.371
C -1.298 0.122 -1.515
C -0.436 -1.003 -1.611
C 0.793 -0.502 0.346
H 0.720 2.025 1.743
H -0.212 0.957 2.571
H -1.783 1.717 -0.104
H -2.207 0.368 -2.078
H -0.714 -1.667 -2.430
H 1.853 -0.006 1.827
N -0.103 1.418 1.643
N -0.117 0.568 0.559
N 0.464 -1.396 -0.745
N 1.875 -0.611 1.025

Values from the calculation:
LUMO (eV): 0.36
SMILES: [H]/N=c1/ncccn1N
Molar mass (g mol⁻¹): 110.1
Frontier orbital gap (eV): 8.88

***

Stability, lowest: model a

***

Model a:
Computed, not measured: 2 unconnected molecules or ions with the total composition C2H2F3P, with wB97M-V/def2-TZVPD.

Element x y z (Å)
C -3.032 -0.197 -0.116
C -1.776 -0.343 0.163
F -3.992 0.000 0.727
F -1.220 -0.277 1.421
F -0.806 -0.554 -0.777
P 2.023 -1.593 0.421
H -3.334 -0.234 -1.096
H 3.083 -2.522 1.015

Values from the calculation:
LUMO (spin up / spin down) (eV): -1.36 / -1.37
Molar mass (g mol⁻¹): 114.0
Frontier orbital gap (spin up / spin down) (eV): 7.40 / 7.40

***

Model b:
Computed, not measured: C2H2F3P in the gas phase, with wB97M-V/def2-TZVPD.

Element x y z (Å)
C 0.783 -0.988 -0.365
C -0.058 0.207 -0.083
F 0.271 -2.260 -0.185
F -1.153 0.288 -1.004
F 0.851 1.187 -0.506
P -0.627 1.009 1.596
H 1.792 -0.840 -0.722
H -1.859 1.397 1.268

Values from the calculation:
LUMO (spin up / spin down) (eV): -1.76 / -0.75
Molar mass (g mol⁻¹): 114.0
Frontier orbital gap (spin up / spin down) (eV): 7.61 / 8.71

***

Stability, lowest: model a